Record 1
Formula: C57H42FeNOP2S2
Source: OMol25
Level of theory: ωB97M-V/def2-TZVPD

Cartesian coordinates (Å):
Fe  -0.95328  -0.97665  -0.67532
O  2.34379  -2.10689  -0.43920
S  1.69681  -0.78473  -0.62976
C  2.35283  -0.03498  -2.09365
C  3.52932  -0.62118  -2.51175
C  4.22294  -0.19803  -3.65865
C  3.69842  0.84456  -4.36652
C  4.18967  1.52189  -5.61874
C  3.14827  2.63184  -5.90521
C  2.12045  2.48499  -4.81481
C  0.96477  3.17103  -4.57920
C  0.19391  2.79315  -3.46678
C  0.52781  1.77072  -2.59191
P  -0.60761  1.52865  -1.18613
C  -2.24355  2.05437  -1.77954
C  -3.03068  2.90651  -1.00893
C  -4.31321  3.23965  -1.42921
C  -4.81663  2.71523  -2.60916
C  -4.04063  1.84839  -3.37087
C  -2.76175  1.51748  -2.95855
C  -0.12774  2.75531  0.05915
C  0.28662  2.37664  1.32680
C  0.70443  3.32705  2.24924
C  0.70984  4.66715  1.90219
C  0.29166  5.05919  0.63377
C  -0.12175  4.11207  -0.28438
C  1.74252  1.04095  -2.81701
C  2.48966  1.44077  -3.94251
C  2.33025  0.20405  0.69445
C  3.31128  1.13957  0.46132
C  4.13486  1.64773  1.48945
C  4.01141  1.09886  2.73502
C  4.80618  1.30768  3.99831
C  4.15144  0.36637  5.04461
C  3.02772  -0.31268  4.30460
C  2.11202  -1.24745  4.71020
C  1.10591  -1.61801  3.79789
C  1.02894  -1.13187  2.50059
P  -0.59298  -1.37851  1.73142
C  -1.75406  -0.37135  2.69976
C  -1.33375  0.39131  3.79061
C  -2.23944  1.18288  4.47973
C  -3.57099  1.22424  4.09268
C  -3.99706  0.46848  3.00984
C  -3.09398  -0.31985  2.31435
C  -0.98376  -3.13180  1.90973
C  -2.22585  -3.58231  2.34596
C  -2.48618  -4.94627  2.37842
C  -1.51452  -5.85061  1.97744
C  -0.27417  -5.39960  1.54022
C  -0.00571  -4.04190  1.50089
C  2.06677  -0.27664  2.01771
C  2.99172  0.15048  2.97599
H  3.91860  -1.44566  -1.92778
H  5.13884  -0.69364  -3.95084
H  5.19046  1.92853  -5.47072
H  4.26103  0.80547  -6.43782
H  3.59801  3.62501  -5.87442
H  2.69049  2.52511  -6.88879
H  0.63022  3.97953  -5.21547
H  -0.73031  3.33030  -3.30470
H  -2.65300  3.31576  -0.08112
H  -4.91321  3.91331  -0.83187
H  -5.81203  2.98094  -2.93936
H  -4.43367  1.43187  -4.28864
H  -2.16915  0.84109  -3.56426
H  0.27740  1.33441  1.61326
H  1.02095  3.01580  3.23647
H  1.03511  5.41240  2.61587
H  0.28881  6.10633  0.36253
H  -0.44480  4.43415  -1.26509
H  3.48771  1.47723  -0.55099
H  4.88502  2.39142  1.25700
H  5.85381  1.05483  3.83101
H  4.78183  2.35223  4.30970
H  4.85922  -0.36715  5.43153
H  3.76825  0.91508  5.90570
H  2.11046  -1.66136  5.70965
H  0.32235  -2.27930  4.15204
H  -0.29993  0.38207  4.10787
H  -1.90104  1.76859  5.32414
H  -4.27409  1.84101  4.63634
H  -5.03490  0.48789  2.70393
H  -3.44706  -0.89983  1.47251
H  -2.98358  -2.88683  2.67897
H  -3.44610  -5.29888  2.73137
H  -1.71845  -6.91273  2.01602
H  0.48714  -6.10653  1.23765
H  0.96250  -3.69073  1.15823
S  -4.75600  -3.00769  -1.18823
C  -5.19650  -1.37329  -0.92399
C  -4.11782  -0.55049  -0.83796
C  -2.87271  -1.24540  -0.98232
C  -3.10008  -2.59166  -1.19090
C  -2.01431  -3.52551  -1.47178
C  -2.21231  -4.86995  -1.73838
C  -1.12993  -5.65586  -2.09024
C  0.12266  -5.07156  -2.17143
C  0.25629  -3.73149  -1.86505
N  -0.78168  -2.96299  -1.50277
H  -6.24018  -1.10724  -0.85476
H  -4.21104  0.51280  -0.67640
H  -3.20938  -5.28579  -1.68767
H  -1.26655  -6.70667  -2.30884
H  0.99636  -5.63672  -2.46184
H  1.22327  -3.25618  -1.88189

## Properties
Multiplicity   6
Energy above the lowest of the compared OMol25 structures with the same formula, charge and spin   0.000 eV
LUMO (spin up / spin down)   -4.855 / -6.711 eV
Total charge   +2

Here are the Löwdin charges for atoms 1 to 5, given in e: 0.73, -0.45, 0.87, -0.33, -0.04

Record 2
Formula: C10H16ClHoTeZn
Source: OMol25
Level of theory: ωB97M-V/def2-TZVPD

Cartesian coordinates (Å):
Ho  2.03627  0.73125  1.48985
Cl  3.99812  -0.59826  0.46261
C  1.34363  2.41551  0.18040
H  0.61043  3.04626  0.70184
H  1.05796  2.36134  -0.86316
H  2.29430  2.98648  0.20362
Zn  -0.11062  -2.09110  -2.04737
C  -0.42365  -4.02569  -1.54943
C  1.38047  -1.91071  -3.36730
C  -1.49326  -0.87073  -1.69888
H  1.02734  -1.17703  -4.10503
H  2.36876  -1.60718  -3.01144
H  1.48893  -2.87794  -3.87518
H  -1.51556  -4.07375  -1.42838
H  -0.13345  -4.64876  -2.40250
H  0.05648  -4.42531  -0.65141
H  -1.55893  0.15115  -2.16515
H  -2.01321  -0.87006  -0.71128
Te  0.01577  -0.54450  3.14391
C  -0.70109  1.45432  3.17896
C  0.15987  2.54239  3.44403
C  -0.41232  3.82105  3.58614
C  -1.79498  3.99932  3.47284
C  -2.62836  2.90834  3.18441
C  -2.09022  1.63079  3.00970
H  1.24672  2.36560  3.57208
H  0.24192  4.67197  3.78809
H  -2.22274  4.99189  3.60234
H  -3.70769  3.06214  3.10122
H  -2.70048  0.75792  2.76484

## Properties
Multiplicity   5
LUMO (spin up / spin down)   4.324 / 4.413 eV
Total charge   -2

Here are the Löwdin charges for atoms 1 to 5, given in e: 0.48, -0.41, -0.38, -0.07, -0.06

Record 3
Formula: C3H11N2O2
Source: OMol25
Level of theory: ωB97M-V/def2-TZVPD

Cartesian coordinates (Å):
O  -0.19599  0.83278  -1.16562
C  0.03759  1.34395  -0.04292
N  1.26729  1.98121  0.09834
C  0.12936  -0.02939  1.11637
N  -0.94957  -0.80033  1.15662
C  -1.59001  -1.38062  -0.00216
H  1.81315  1.79692  -0.73521
H  1.32710  2.96192  0.32055
H  0.38868  0.56251  1.99148
H  0.96467  -0.56277  0.63794
H  1.87779  -1.17563  -2.01729
H  -1.02007  -1.37176  1.98230
H  -2.57459  -1.73708  0.27606
H  -1.61162  -0.64519  -0.79899
H  -0.95894  -2.19449  -0.37968
H  -0.73721  2.02358  0.35644
H  0.68977  -0.35897  -1.39245
O  1.14261  -1.24663  -1.40177

## Properties
Multiplicity   1
Energy above the lowest of the compared OMol25 structures with the same formula, charge and spin   6.313 eV
LUMO   -7.976 eV
Total charge   +1

Here are the Löwdin charges for atoms 1 to 5, given in e: 0.03, -0.45, 0.15, -0.01, 0.04

Record 4
Formula: C20H40NOP3SYb
Source: OMol25
Level of theory: ωB97M-V/def2-TZVPD

Cartesian coordinates (Å):
Yb  0.18085  0.84239  -1.26963
P  2.70680  1.89881  -1.70574
P  -0.12277  2.30073  1.12913
P  -0.18983  -1.56167  -2.85963
H  -4.97427  1.28328  0.56643
C  -4.61057  0.36688  0.08217
C  -4.11585  -0.66224  0.80041
H  -3.98927  -0.60918  1.88699
C  2.15874  3.29639  -2.75321
C  3.80818  2.76892  -0.53771
C  3.94540  1.14247  -2.81443
C  -1.52382  1.77093  2.18120
C  1.24495  2.15831  2.34178
C  -0.37734  4.11235  1.17177
C  -1.67589  -2.56414  -2.45911
C  1.02673  -2.93999  -2.91124
C  -0.43089  -1.39305  -4.66839
H  -4.80533  0.27892  -0.99151
H  -3.83302  -1.59841  0.31156
H  3.02801  3.93615  -2.95686
H  1.38854  3.88737  -2.23540
H  1.73880  2.93398  -3.70254
H  4.54726  3.35383  -1.10286
H  4.32128  2.02284  0.08542
H  3.22158  3.43278  0.11250
H  4.76095  1.85555  -2.99778
H  3.47242  0.86173  -3.76592
H  4.34220  0.23715  -2.33478
H  -1.94642  2.65135  2.68360
H  -1.17122  1.05380  2.93369
H  -2.30457  1.29397  1.57215
H  1.15918  2.97085  3.07607
H  2.21039  2.22842  1.82201
H  1.18732  1.18658  2.84843
H  -0.29225  4.46903  2.20732
H  -1.37453  4.34399  0.77328
H  0.38170  4.60129  0.54523
H  -2.15872  -2.91173  -3.38363
H  -2.39195  -1.96408  -1.87793
H  -1.37594  -3.43417  -1.85852
H  0.62688  -3.75393  -3.53294
H  1.22382  -3.31017  -1.89712
H  1.97288  -2.58668  -3.34244
H  -0.68906  -2.38234  -5.07448
H  0.50201  -1.03882  -5.13017
H  -1.23150  -0.67738  -4.90029
C  -1.71054  2.16586  -3.82816
C  -1.11883  3.23281  -4.47579
C  -1.45953  3.45379  -5.81381
C  -2.44090  2.65647  -6.41945
C  -3.13812  1.69660  -5.67633
C  -2.79724  1.44867  -4.34406
O  -1.00060  1.63618  -2.72654
H  -1.35105  0.67529  -2.47473
H  -0.34460  3.79801  -3.95215
H  -0.93776  4.22907  -6.36908
H  -2.67205  2.80254  -7.48265
H  -3.94212  1.14299  -6.15995
H  -3.33258  0.71776  -3.73771
S  2.97784  -2.12425  0.80906
C  1.68406  -2.12543  1.97398
C  0.58678  -1.44360  1.49834
N  0.76619  -0.92434  0.22208
C  1.97978  -1.21428  -0.25978
H  1.76404  -2.59903  2.94450
H  -0.35762  -1.27169  2.02074
H  2.35139  -0.95399  -1.26303

## Properties
Multiplicity   2
Energy above the lowest of the compared OMol25 structures with the same formula, charge and spin   0.130 eV
LUMO (spin up / spin down)   -9.900 / -10.816 eV
Total charge   +3

Here are the Löwdin charges for atoms 1 to 5, given in e: 1.35, 0.70, 0.71, 0.76, 0.06

Record 5
Formula: C5H6ClNOPS
Source: OMol25
Level of theory: ωB97M-V/def2-TZVPD

Cartesian coordinates (Å):
C  2.43136  -0.09341  -0.68004
C  1.50219  0.70559  -1.33132
C  1.96283  -0.78098  0.44641
C  0.18674  0.74416  -1.00823
C  0.65740  -0.63534  0.80224
N  -0.16844  0.15920  0.13548
O  -2.78282  -0.65280  1.64818
P  -2.62222  0.14759  0.25407
S  -3.23846  1.98760  0.08155
Cl  -2.92311  -1.31648  -1.00130
H  3.45292  0.25097  -0.91443
H  1.92333  1.28138  -2.14097
H  2.52706  -1.52530  1.04705
H  -0.53448  1.26082  -1.56796
H  0.33945  -1.19637  1.68084
H  -2.71375  -0.33663  2.54846

## Properties
Multiplicity   1
Energy above the lowest of the compared OMol25 structures with the same formula, charge and spin   1.298 eV
LUMO   -5.491 eV
Total charge   +1

Here are the Löwdin charges for atoms 1 to 5, given in e: 0.00, -0.05, -0.03, -0.12, -0.12

The records above yield largest force on an atom values of 0.70 2.57 5.67 4.11 3.41 eV/A, respectively.